Computed, not measured: a 13-piece molecular cluster, C15H56N10O13 overall, with ωB97M-V/def2-TZVPD.

Values from the calculation:
- HOMO-LUMO gap (eV) = 9.2
- spin multiplicity = 1
- HOMO energy (eV) = -9.3
- lowest unoccupied orbital energy (Eh) = -0.0024
- electronic energy (a.u.) = -2130.76172
- energy above the lowest of the compared OMol25 structures with the same formula, charge and spin (kJ/mol) = 345.2

Each line ends with the Mulliken charge.
Element x y z (Å)
C: -1.26 4.06 3.34  -0.051
O: -2.13 3.52 4.31  -0.496
H: -1.81 4.69 2.65  0.252
H: -0.40 4.54 3.80  0.396
H: -1.10 3.21 2.68  -0.308
H: -2.05 4.19 4.99  0.294
C: 3.13 2.18 1.25  -0.172
O: 3.75 3.41 1.59  -0.585
H: 2.39 2.30 0.46  0.187
H: 3.78 1.36 0.94  0.314
H: 2.54 1.90 2.12  0.108
H: 3.07 4.08 1.56  0.329
C: -0.16 0.36 0.28  -0.359
O: -0.21 1.17 1.45  -0.151
H: 0.78 0.49 -0.27  0.048
H: -0.09 -0.70 0.54  0.355
H: -1.01 0.56 -0.36  0.123
H: -0.82 0.83 2.10  -0.060
C: -0.94 -4.10 2.02  -0.239
O: -1.75 -3.63 3.12  -0.625
H: -1.18 -5.11 1.68  0.368
H: -0.92 -3.43 1.16  0.014
H: 0.06 -4.20 2.44  0.140
H: -1.20 -3.54 3.90  0.268
C: -2.99 0.23 3.32  -0.778
O: -2.40 -0.75 2.45  -0.221
H: -2.75 1.19 2.88  0.204
H: -4.01 -0.02 3.62  0.319
H: -2.31 0.17 4.18  0.286
H: -2.35 -1.53 3.00  0.234
C: 1.00 2.43 -3.21  -0.389
O: 1.98 2.27 -2.19  -0.533
H: 0.19 1.73 -2.99  -0.161
H: 0.64 3.46 -3.22  0.326
H: 1.40 2.29 -4.21  0.391
H: 1.81 2.93 -1.51  0.069
C: -4.19 -2.39 -0.88  0.651
O: -4.34 -3.26 -1.67  -0.666
N: -3.13 -1.82 -0.38  0.470
N: -5.25 -1.85 -0.28  -0.363
H: -3.19 -1.38 0.53  0.107
H: -2.24 -2.00 -0.82  -0.191
H: -5.12 -1.09 0.37  0.102
H: -6.20 -2.13 -0.47  0.203
C: -0.44 -2.49 -2.74  0.485
O: -0.58 -2.15 -1.61  -0.418
N: -1.25 -2.18 -3.66  -0.434
N: 0.47 -3.31 -3.23  -0.338
H: -1.12 -2.57 -4.58  0.136
H: -1.98 -1.50 -3.48  0.122
H: 0.61 -3.17 -4.22  0.199
H: 1.21 -3.79 -2.74  0.088
C: 1.50 -1.53 3.75  0.575
O: 1.73 -2.38 2.86  -0.711
N: 0.97 -1.73 4.92  -0.450
N: 1.86 -0.25 3.66  -0.249
H: 0.56 -2.65 5.06  0.228
H: 0.73 -0.96 5.53  0.165
H: 1.75 0.33 4.48  0.150
H: 2.02 0.15 2.75  -0.003
C: 0.82 4.97 -0.38  0.797
O: 2.02 4.81 -0.37  -0.703
N: -0.10 4.08 -0.22  0.230
N: 0.25 6.10 -0.56  -0.486
H: -1.03 4.31 -0.55  0.176
H: 0.22 3.13 -0.25  -0.326
H: 0.94 6.81 -0.80  0.265
H: -0.74 6.30 -0.47  0.151
C: 2.52 -4.40 -0.22  0.585
O: 2.42 -4.99 -1.31  -0.763
N: 3.61 -4.45 0.55  -0.311
N: 1.61 -3.52 0.27  0.301
H: 4.45 -4.96 0.32  0.215
H: 3.50 -3.82 1.34  0.118
H: 1.73 -3.27 1.24  0.319
H: 0.93 -3.08 -0.34  -0.324
C: -2.88 1.17 -2.86  -0.464
C: -2.67 2.63 -3.29  -0.262
O: -2.31 2.69 -4.64  -0.534
H: -3.09 0.99 -1.81  0.241
H: -1.90 0.70 -2.98  -0.148
H: -3.54 0.55 -3.47  0.499
H: -1.94 3.12 -2.65  -0.094
H: -3.66 3.10 -3.26  0.459
H: -3.10 2.32 -5.04  0.331
C: 3.15 -0.81 -2.21  -0.293
C: 4.16 -1.93 -2.55  -0.412
O: 5.32 -1.24 -2.98  -0.563
H: 2.72 -0.34 -3.10  0.228
H: 3.43 -0.13 -1.41  0.202
H: 2.25 -1.37 -1.97  -0.103
H: 3.82 -2.73 -3.20  0.379
H: 4.32 -2.43 -1.59  0.205
H: 5.66 -0.72 -2.25  0.334



Computed, not measured: a 14-piece molecular cluster, C15H58N6O14 overall, with ωB97M-V/def2-TZVPD.

Values from the calculation:
- HOMO-LUMO gap (eV) = 8.6
- spin multiplicity = 1
- HOMO energy (eV) = -8.6
- lowest unoccupied orbital energy (Eh) = -0.0018
- electronic energy (a.u.) = -1987.91586
- energy above the lowest of the compared OMol25 structures with the same formula, charge and spin (kJ/mol) = 153.6

Each line ends with the Mulliken charge.
Element x y z (Å)
C: 3.43 9.56 -23.52  -1.577
C: 2.65 8.81 -22.52  -0.012
O: 2.88 7.41 -22.86  -0.287
H: 3.68 10.57 -23.19  0.357
H: 2.83 9.56 -24.42  0.402
H: 4.29 8.97 -23.85  0.276
H: 1.62 8.99 -22.34  0.441
H: 3.21 8.91 -21.58  0.229
H: 2.95 6.98 -22.00  -0.285
C: 3.67 1.43 -20.51  0.018
O: 3.74 0.18 -19.86  -0.789
N: 3.14 2.50 -19.92  0.514
N: 4.18 1.72 -21.69  -0.210
H: 2.71 2.23 -18.97  0.340
H: 2.75 3.29 -20.50  -0.391
H: 4.68 0.96 -22.09  0.400
H: 4.46 2.67 -21.98  0.120
C: 1.74 5.28 -20.77  0.441
O: 2.38 6.40 -20.27  -0.638
N: 2.28 4.46 -21.63  1.537
N: 0.53 4.91 -20.36  1.557
H: 3.15 4.63 -22.06  -0.637
H: 1.70 3.64 -22.02  -0.417
H: -0.04 5.50 -19.77  -0.283
H: 0.11 3.93 -20.53  -0.677
C: 0.34 1.99 -21.87  -0.041
O: 0.94 0.84 -21.42  -0.689
N: 0.79 2.69 -22.90  -0.131
N: -0.62 2.57 -21.26  -0.219
H: 1.35 2.11 -23.46  0.328
H: 0.28 3.47 -23.35  0.172
H: -1.09 1.93 -20.61  0.315
H: -1.29 3.17 -21.75  0.275
C: 0.73 1.97 -17.75  0.106
O: 1.99 1.48 -17.66  -0.565
H: -0.05 1.16 -17.83  0.341
H: 0.66 2.65 -18.62  -0.403
H: 0.69 2.57 -16.85  0.148
H: 2.19 0.87 -16.94  0.304
C: 3.25 1.77 -25.11  -0.383
O: 2.88 1.11 -23.96  -0.668
H: 2.90 1.20 -26.00  0.292
H: 4.35 1.71 -25.33  0.262
H: 2.95 2.80 -25.18  0.020
H: 3.36 1.43 -23.14  0.582
C: -2.40 5.27 -18.63  -0.604
O: -1.73 6.36 -19.28  -0.493
H: -3.50 5.46 -18.47  0.373
H: -2.03 4.95 -17.64  0.213
H: -2.23 4.37 -19.29  0.107
H: -2.25 7.13 -19.55  0.249
C: 0.75 5.71 -17.24  0.245
O: 1.31 5.22 -16.10  -0.603
H: 1.33 6.34 -17.93  -0.075
H: -0.09 6.37 -16.92  0.287
H: 0.47 4.77 -17.74  -0.255
H: 0.71 4.61 -15.61  0.368
C: -0.70 7.01 -22.75  -0.569
O: -1.03 5.64 -22.43  -0.768
H: -1.19 7.35 -23.65  0.447
H: 0.39 7.06 -22.78  0.157
H: -1.09 7.63 -21.89  0.152
H: -0.61 5.50 -21.58  0.252
C: 1.39 5.35 -24.83  -0.159
O: 0.12 4.70 -24.67  -0.783
H: 1.89 5.39 -23.96  -0.360
H: 1.23 6.35 -25.12  0.457
H: 1.99 4.97 -25.67  0.393
H: -0.42 5.18 -24.03  0.466
C: 0.16 9.47 -18.63  -0.217
O: 1.03 9.11 -19.72  -0.542
H: 0.65 9.46 -17.66  0.239
H: -0.52 8.60 -18.76  -0.127
H: -0.40 10.40 -18.78  0.265
H: 1.34 8.20 -19.70  0.302
C: 5.56 6.74 -20.55  0.298
O: 6.98 6.45 -20.66  -0.612
H: 4.97 5.75 -20.57  -0.196
H: 5.18 7.23 -21.40  -0.014
H: 5.43 7.30 -19.60  0.253
H: 7.15 5.62 -20.17  0.341
C: 4.13 4.92 -17.77  -0.121
O: 4.83 4.01 -18.48  -0.663
H: 4.79 5.41 -17.00  0.332
H: 3.20 4.50 -17.36  0.078
H: 3.88 5.74 -18.49  -0.157
H: 4.22 3.37 -18.86  0.658
C: 5.10 4.58 -24.36  -0.666
O: 5.30 3.55 -23.36  -0.435
H: 5.87 5.24 -24.00  0.381
H: 4.11 5.08 -24.28  0.110
H: 5.46 4.36 -25.41  0.297
H: 6.22 3.27 -23.36  0.225



Computed, not measured: C15H58O20Rb as an isolated structure, with ωB97M-V/def2-TZVPD.

Values from the calculation:
- HOMO-LUMO gap (eV) = 8.9
- spin multiplicity = 1
- HOMO energy (eV) = -11.7
- lowest unoccupied orbital energy (Eh) = -0.0999
- electronic energy (a.u.) = -2134.89953
- net charge = +1

Each line ends with the Mulliken charge.
Element x y z (Å)
Rb: -1.22 -0.30 0.11  0.155
O: -1.81 1.42 -3.73  -0.583
H: -1.58 1.85 -2.91  0.411
H: -2.66 1.01 -3.57  0.290
O: -0.57 1.86 4.39  -0.656
H: -1.53 1.92 4.43  0.297
H: -0.36 1.10 4.93  0.261
O: -0.94 2.43 -1.24  -0.245
H: -0.06 2.77 -1.35  0.275
H: -1.40 3.11 -0.75  0.175
O: -1.80 -3.11 1.00  -0.351
H: -2.25 -3.53 0.26  0.222
H: -2.22 -3.48 1.78  0.250
O: -3.29 -3.83 -1.31  -0.549
H: -3.42 -4.58 -1.88  0.233
H: -3.93 -3.94 -0.60  0.316
O: -1.64 -1.41 3.30  -0.447
H: -1.10 -2.18 3.12  0.267
H: -1.96 -1.55 4.19  0.245
O: -0.58 3.74 2.15  -0.477
H: -0.45 3.21 2.93  0.277
H: 0.29 4.05 1.91  0.255
C: -5.53 -0.56 1.44  -0.459
C: -5.06 -0.17 -0.02  -0.400
O: -3.81 0.49 0.03  0.005
O: -4.71 -1.64 1.91  -0.462
H: -6.54 -0.95 1.35  0.327
H: -5.55 0.19 2.23  0.331
H: -5.78 0.48 -0.52  0.351
H: -4.94 -1.04 -0.67  0.189
H: -4.04 1.28 0.53  -0.050
H: -3.87 -1.30 2.24  0.246
C: -0.98 -1.84 -3.33  0.167
C: -1.35 -2.03 -4.77  -0.784
O: -1.95 -3.25 -5.13  -0.565
O: -2.02 -1.52 -2.48  -0.179
H: -0.18 -1.10 -3.28  0.112
H: -0.54 -2.81 -3.09  0.243
H: -0.44 -2.00 -5.36  0.375
H: -1.93 -1.13 -4.99  0.298
H: -1.30 -3.95 -5.25  0.339
H: -2.75 -2.15 -2.51  0.083
C: 4.05 -0.28 1.36  0.074
C: 2.67 0.14 1.87  -0.372
O: 1.69 -0.79 1.46  0.046
O: 4.68 -1.40 1.94  -0.658
H: 4.79 0.52 1.38  0.408
H: 3.82 -0.39 0.30  -0.403
H: 2.47 1.12 1.44  0.147
H: 2.70 0.19 2.96  0.328
H: 1.50 -1.35 2.22  0.188
H: 4.30 -2.19 1.54  0.443
C: 2.97 -1.99 -2.80  -0.585
C: 4.40 -1.78 -2.28  -0.285
O: 4.73 -2.88 -1.50  -0.531
O: 2.08 -1.62 -1.74  -0.178
H: 2.80 -3.02 -3.15  0.367
H: 2.68 -1.24 -3.53  0.316
H: 4.49 -0.85 -1.72  0.035
H: 5.18 -1.84 -3.04  0.510
H: 5.60 -2.61 -1.18  0.336
H: 2.35 -1.99 -0.90  0.124
C: -3.61 4.25 0.74  -0.431
C: -2.87 5.50 0.29  -0.608
O: -2.05 5.30 -0.86  -0.495
O: -2.70 3.13 0.95  -0.251
H: -4.31 3.86 0.00  0.330
H: -4.15 4.54 1.64  0.355
H: -2.42 5.97 1.17  0.351
H: -3.63 6.25 0.07  0.401
H: -1.23 5.79 -0.77  0.287
H: -2.05 3.47 1.57  0.198
C: 1.46 -2.92 4.76  -0.385
C: 2.44 -3.76 3.86  -0.464
O: 3.73 -3.33 4.13  -0.540
O: 1.12 -1.79 3.95  -0.382
H: 1.75 -3.03 5.80  0.348
H: 0.44 -3.28 4.82  0.307
H: 2.08 -3.76 2.84  0.217
H: 2.46 -4.82 4.10  0.380
H: 3.98 -2.83 3.34  0.355
H: 0.46 -1.23 4.37  0.097
C: 4.03 2.94 -1.70  -1.494
C: 2.72 3.02 -2.37  0.613
C: 2.65 1.82 -3.26  -0.924
O: 1.75 3.02 -1.32  -0.500
H: 4.79 3.29 -2.39  0.400
H: 4.37 1.99 -1.28  0.151
H: 4.04 3.61 -0.84  0.548
H: 2.58 3.93 -2.96  0.190
H: 2.61 1.03 -2.51  -0.071
H: 3.49 1.54 -3.89  0.433
H: 1.74 1.81 -3.86  0.373
H: 2.13 3.37 -0.51  0.111